Record 1
CH3N2O2S | ωB97M-V with the def2-TZVPD basis set

Summary:
Net charge: -1
LUMO level (spin up / spin down), Ha: 0.131 / 0.147
Gap between HOMO and LUMO (spin up / spin down), eV: 6.4 / 8.6
Energy above the lowest of the compared OMol25 structures with the same formula, charge and spin, kcal/mol: 125.65

Last column: Mulliken charge in e.
Element x y z (Å)
C  -1.67  0.36  -0.29  -0.5990
N  -0.42  0.63  0.30  -0.2930
N  0.86  -0.36  -0.48  -0.2458
O  3.13  -1.14  -0.40  -0.5956
O  2.38  0.05  1.70  -0.5186
S  1.99  -0.70  0.52  0.5188
H  -2.23  1.13  0.24  0.2788
H  -2.25  -0.59  -0.23  0.2300
H  -1.79  0.62  -1.36  0.2244

Record 2
C40H104F6N4O14P | ωB97M-V with the def2-TZVPD basis set

Summary:
Net charge: -1
LUMO level, Ha: 0.064
Gap between HOMO and LUMO, eV: 8.3

Last column: Mulliken charge in e.
Element x y z (Å)
P  0.26  -1.83  1.14  1.2277
F  0.68  -0.38  1.74  -0.3846
F  -1.19  -1.18  0.82  -0.3751
F  0.66  -1.44  -0.37  -0.3640
F  -0.27  -3.26  0.58  -0.3704
F  1.70  -2.48  1.45  -0.3602
F  -0.30  -2.23  2.61  -0.3791
C  6.81  0.32  -0.05  -1.0793
C  7.52  -0.96  -0.22  -0.1304
O  8.85  -0.73  -0.44  -0.5171
H  6.67  0.79  -1.03  0.3090
H  7.29  1.04  0.61  0.2998
H  5.84  0.21  0.43  0.3368
H  7.01  -1.50  -1.01  0.2050
H  7.56  -1.59  0.67  0.2774
H  8.93  -0.11  -1.17  0.2997
C  -4.65  -8.60  -3.16  -1.0107
C  -4.24  -7.78  -1.97  -0.1682
O  -2.96  -8.19  -1.51  -0.5212
H  -4.82  -9.63  -2.84  0.2829
H  -3.91  -8.48  -3.95  0.2703
H  -5.58  -8.21  -3.58  0.3257
H  -5.06  -7.81  -1.26  0.2854
H  -4.19  -6.73  -2.27  0.2309
H  -2.82  -7.88  -0.61  0.3054
O  -2.91  0.12  7.60  -0.6321
H  -2.52  0.29  8.45  0.3152
H  -2.73  -0.80  7.42  0.3187
O  -5.36  1.94  1.56  -0.6416
H  -5.42  1.83  0.61  0.3124
H  -4.42  1.90  1.74  0.3290
O  -0.02  -7.82  3.13  -0.6351
H  0.01  -6.86  3.14  0.3216
H  0.49  -8.08  3.89  0.3138
O  4.34  -6.19  0.72  -0.6447
H  4.02  -5.39  1.15  0.3293
H  4.26  -6.00  -0.22  0.3157
O  2.37  -5.08  -3.21  -0.6443
H  2.18  -4.33  -3.78  0.2981
H  1.74  -5.00  -2.50  0.3390
O  -1.60  3.23  4.28  -0.6352
H  -1.87  2.96  5.16  0.3082
H  -0.93  2.60  4.03  0.3272
O  1.97  -4.61  5.58  -0.6362
H  1.69  -4.48  6.49  0.3095
H  1.32  -4.14  5.06  0.3277
O  -4.45  -4.12  3.00  -0.6583
H  -4.98  -3.36  3.25  0.3154
H  -3.59  -3.75  2.80  0.3418
C  -11.14  -2.63  -4.14  -1.9367
C  -9.60  -2.60  -4.24  1.5611
C  -9.35  -2.45  -5.76  -1.1923
C  -7.89  -2.16  -6.07  -0.7142
C  -7.46  -0.90  -5.35  -1.1088
C  -7.74  -0.80  -3.85  1.7242
N  -9.07  -1.44  -3.46  0.1116
O  -9.38  -1.49  -2.10  -0.4221
C  -6.58  -1.44  -3.01  -1.7537
C  -7.84  0.71  -3.56  -2.0086
C  -9.12  -3.97  -3.76  -1.7442
H  -11.66  -1.73  -4.48  0.4402
H  -11.47  -2.78  -3.11  0.3976
H  -11.59  -3.47  -4.67  0.3782
H  -9.63  -3.41  -6.18  0.4231
H  -10.01  -1.69  -6.18  0.4139
H  -7.75  -1.93  -7.12  0.3577
H  -7.24  -2.99  -5.77  0.3403
H  -7.94  -0.15  -5.99  0.4065
H  -6.39  -0.82  -5.55  0.4032
H  -5.64  -0.91  -3.17  0.4157
H  -6.65  -1.62  -1.94  0.4143
H  -6.38  -2.48  -3.26  0.3651
H  -8.17  1.01  -2.56  0.3825
H  -6.95  1.28  -3.81  0.3810
H  -8.67  1.23  -4.04  0.4511
H  -9.24  -4.11  -2.69  0.4036
H  -8.08  -4.11  -4.07  0.3375
H  -9.64  -4.80  -4.25  0.4360
H  -8.83  -2.19  -1.76  0.3368
C  -0.85  6.46  -2.02  -1.8661
C  0.49  6.09  -1.31  1.5889
C  1.63  6.48  -2.24  -1.3395
C  3.03  6.47  -1.64  -0.6438
C  2.98  7.26  -0.34  -1.2131
C  1.87  6.97  0.77  1.5911
N  0.62  6.90  -0.02  0.0640
O  -0.44  6.92  0.75  -0.4480
C  2.16  5.68  1.55  -1.6401
C  1.85  8.14  1.73  -1.9356
C  0.41  4.55  -1.12  -1.6368
H  -1.06  5.93  -2.95  0.4147
H  -0.98  7.48  -2.38  0.4470
H  -1.72  6.42  -1.36  0.3871
H  1.55  5.92  -3.17  0.4033
H  1.36  7.49  -2.53  0.4143
H  3.71  6.87  -2.39  0.3860
H  3.49  5.51  -1.39  0.3451
H  2.82  8.32  -0.56  0.3690
H  3.95  7.07  0.13  0.4294
H  1.96  4.80  0.95  0.3541
H  3.20  5.74  1.89  0.3870
H  1.48  5.50  2.38  0.4415
H  1.17  7.86  2.54  0.3907
H  2.85  8.32  2.12  0.3726
H  1.44  9.04  1.27  0.4623
H  -0.13  4.06  -1.93  0.4411
H  -0.14  4.41  -0.19  0.3091
H  1.36  4.02  -1.19  0.3394
H  -0.45  6.04  1.12  0.3846
C  -0.35  -2.10  -8.74  -1.6696
C  0.50  -2.87  -7.62  1.3011
C  1.54  -3.76  -8.42  -1.1506
C  2.72  -2.98  -9.04  -0.6645
C  3.33  -2.11  -7.98  -1.0901
C  2.36  -1.20  -7.20  1.2718
N  1.20  -1.98  -6.68  0.6593
O  0.23  -1.23  -5.93  -0.5069
C  3.19  -0.67  -5.96  -1.8468
C  1.94  0.16  -7.97  -1.6084
C  -0.34  -3.90  -6.86  -1.7575
H  -1.13  -2.73  -9.18  0.4575
H  0.31  -1.65  -9.47  0.2518
H  -0.95  -1.31  -8.29  0.3643
H  1.93  -4.48  -7.70  0.4271
H  1.06  -4.27  -9.26  0.3189
H  2.27  -2.32  -9.79  0.2939
H  3.45  -3.65  -9.48  0.3899
H  4.14  -1.55  -8.45  0.3632
H  3.78  -2.74  -7.21  0.4224
H  3.72  -1.46  -5.43  0.3787
H  4.01  -0.01  -6.23  0.3868
H  2.62  -0.14  -5.19  0.4382
H  1.10  0.62  -7.45  0.3695
H  2.77  0.87  -7.97  0.4558
H  1.59  -0.04  -8.98  0.3053
H  0.19  -4.78  -6.50  0.3765
H  -1.09  -4.23  -7.57  0.3630
H  -0.75  -3.48  -5.94  0.3814
H  0.33  -1.44  -5.00  0.3271
C  4.01  2.08  7.94  -1.8983
C  5.08  2.29  9.05  1.2965
C  5.56  3.74  8.85  -1.0106
C  6.30  4.26  10.08  -0.8030
C  5.63  4.05  11.39  -1.0947
C  5.00  2.61  11.68  1.5477
N  4.43  2.09  10.43  0.1012
O  3.89  0.84  10.58  -0.4396
C  6.24  1.83  12.18  -1.6546
C  3.94  2.76  12.75  -1.8181
C  6.27  1.29  8.89  -1.5101
H  3.11  2.64  8.17  0.4494
H  3.70  1.03  7.96  0.4159
H  4.39  2.32  6.95  0.3752
H  6.20  3.90  7.99  0.4062
H  4.67  4.37  8.81  0.3836
H  6.55  5.31  9.97  0.3703
H  7.32  3.89  10.18  0.3723
H  4.91  4.84  11.60  0.4362
H  6.42  4.32  12.09  0.3345
H  6.37  2.13  13.22  0.4719
H  5.98  0.77  12.11  0.3465
H  7.19  1.95  11.66  0.3353
H  3.48  1.81  13.01  0.3565
H  4.43  3.13  13.65  0.3895
H  3.19  3.48  12.42  0.4312
H  5.92  0.32  9.26  0.2906
H  7.09  1.74  9.44  0.3150
H  6.51  1.28  7.83  0.4685
H  4.63  0.26  10.78  0.3351

Record 3
C32H35BNO8S2SiV | ωB97M-V with the def2-TZVPD basis set

Summary:
Net charge: -1
LUMO level (spin up / spin down), Ha: 0.089 / 0.090
Gap between HOMO and LUMO (spin up / spin down), eV: 7.3 / 6.3
Spin multiplicity: 2
Energy above the lowest of the compared OMol25 structures with the same formula, charge and spin, kcal/mol: 0.00

Last column: Mulliken charge in e.
Element x y z (Å)
V  -1.00  -1.24  -0.44  1.0016
C  -0.84  0.02  1.65  -0.9074
Si  0.97  -0.05  2.07  -0.7243
C  1.91  -1.10  0.80  -0.9052
N  1.36  -1.03  -0.57  1.7670
C  1.82  -2.21  -1.34  -1.1902
C  3.34  -2.35  -1.40  -0.7477
C  4.02  -0.99  -1.67  -0.7378
C  3.00  -0.01  -2.23  -0.9802
C  1.83  0.21  -1.27  -0.8030
C  1.30  -0.81  3.78  0.9369
C  1.31  0.03  4.90  -0.3668
C  1.52  -0.48  6.18  -0.7111
C  1.73  -1.84  6.36  -0.4951
C  1.74  -2.68  5.26  -0.8365
C  1.52  -2.17  3.99  -0.2423
C  1.74  1.67  2.19  0.5833
C  0.98  2.84  2.29  -0.1154
C  1.59  4.08  2.41  -0.7240
C  2.98  4.18  2.44  -0.5728
C  3.75  3.03  2.35  -0.7531
C  3.13  1.79  2.23  -0.2649
H  -1.34  0.78  2.25  0.7478
H  -1.33  -0.91  1.92  0.6062
H  1.83  -2.14  1.13  0.8179
H  2.98  -0.85  0.81  0.1133
H  1.42  -2.12  -2.35  0.4089
H  1.36  -3.10  -0.91  0.1587
H  3.58  -3.06  -2.19  0.5314
H  3.72  -2.78  -0.47  0.1972
H  4.85  -1.11  -2.36  0.4761
H  4.43  -0.58  -0.74  0.2400
H  2.62  -0.38  -3.19  0.4101
H  3.46  0.96  -2.44  0.5029
H  0.99  0.64  -1.82  -0.0090
H  2.10  0.94  -0.50  0.4135
H  1.17  1.09  4.78  0.2980
H  1.51  0.19  7.03  0.3984
H  1.89  -2.24  7.36  0.3680
H  1.90  -3.75  5.39  0.4073
H  1.53  -2.86  3.15  0.1477
H  -0.10  2.79  2.25  0.2808
H  0.98  4.97  2.48  0.4421
H  3.45  5.15  2.53  0.3655
H  4.83  3.09  2.37  0.3979
H  3.75  0.90  2.16  0.3159
O  -1.06  -2.79  -2.25  -0.6744
S  -1.17  -1.67  -3.18  1.7990
O  -0.35  -1.72  -4.36  -0.7533
O  -0.93  -0.43  -2.38  -0.6593
C  -2.86  -1.57  -3.73  0.1863
C  -3.04  -1.22  -5.06  -0.6583
C  -4.31  -1.09  -5.60  -0.6514
C  -5.41  -1.31  -4.79  -0.5262
C  -5.25  -1.65  -3.46  -0.6838
C  -3.98  -1.80  -2.91  -0.4818
S  -3.98  -2.31  -1.18  1.3568
O  -5.29  -1.96  -0.69  -0.7815
O  -3.62  -3.70  -1.15  -0.7581
O  -2.95  -1.43  -0.53  -0.7444
H  -2.15  -1.06  -5.66  0.4927
H  -4.43  -0.81  -6.64  0.3731
H  -6.41  -1.20  -5.20  0.3763
H  -6.10  -1.81  -2.82  0.5309
O  -0.28  1.87  -0.15  -0.3570
B  -1.19  0.81  0.22  2.0143
O  -2.53  1.34  0.08  -0.5361
C  -2.40  2.58  -0.44  0.7675
C  -3.39  3.46  -0.81  -1.2999
C  -2.98  4.70  -1.32  -0.4662
C  -1.64  5.03  -1.44  -0.8910
C  -0.64  4.12  -1.07  -0.7604
C  -1.05  2.90  -0.58  0.1598
H  -4.43  3.20  -0.71  0.5207
H  -3.73  5.42  -1.62  0.3960
H  -1.36  6.00  -1.84  0.4058
H  0.42  4.36  -1.16  0.5487
C  -0.67  -2.93  0.79  -2.0697
H  -0.08  -2.90  1.71  0.8430
H  -0.33  -3.77  0.18  0.3510
H  -1.70  -3.17  1.09  0.3834